Record 1
Below is a 2-piece molecular cluster, C4H12 overall at a distorted geometry, with properties calculated with wB97M-V/def2-TZVPD.

The geometry in XYZ format:
```
16
Properties=species:S:1:pos:R:3:mulliken_charge:R:1
C -2.010 0.896 -1.500 -0.9570
C -1.750 0.491 -0.071 -0.5150
H -2.995 1.379 -1.532 0.3259
H -1.151 1.181 -2.100 0.3018
H -2.415 0.026 -2.075 0.2731
H -2.451 -0.101 0.507 0.3566
H -0.820 -0.072 -0.018 0.0031
H -1.781 1.481 0.416 0.2313
C 1.601 -0.676 0.099 -0.6152
C 2.142 -0.671 1.514 -0.9548
H 2.427 -0.224 -0.508 0.2707
H 1.573 -1.615 -0.455 0.3507
H 0.729 -0.063 -0.024 0.0315
H 1.776 -1.539 2.067 0.2550
H 1.901 0.256 2.022 0.3093
H 3.224 -0.747 1.658 0.3331
```

LUMO, eV: 1.14
Kohn-Sham gap, eV: 12.15
ΔE to the lowest compared entry with this formula, charge and spin, eV: 1.201
E_tot, a.u.: -159.54083

Record 2
Below is a 2-piece molecular cluster, C4H12 overall, with properties calculated with wB97M-V/def2-TZVPD.

The geometry in XYZ format:
```
16
Properties=species:S:1:pos:R:3:mulliken_charge:R:1
C -0.472 -1.828 -1.220 -0.6027
C 0.702 -1.790 -2.189 -0.8637
H -0.264 -1.298 -0.291 0.0591
H -1.357 -1.362 -1.654 0.2638
H -0.748 -2.850 -0.968 0.3143
H 0.530 -2.477 -3.021 0.2900
H 1.639 -2.102 -1.723 0.2765
H 0.841 -0.788 -2.594 0.2705
C -0.379 1.292 1.208 -0.7078
C 0.164 2.319 2.206 -0.9537
H -0.423 0.304 1.664 0.2554
H -1.379 1.577 0.885 0.2702
H 0.254 1.241 0.323 0.2594
H 0.052 3.332 1.814 0.2820
H 1.222 2.161 2.412 0.3002
H -0.381 2.271 3.149 0.2866
```

LUMO, eV: 1.13
Kohn-Sham gap, eV: 12.95
ΔE to the lowest compared entry with this formula, charge and spin, eV: 0.020
E_tot, a.u.: -159.58424

Record 3
Below is a 2-piece molecular cluster, C4H12 overall, with properties calculated with wB97M-V/def2-TZVPD.

The geometry in XYZ format:
```
16
Properties=species:S:1:pos:R:3:mulliken_charge:R:1
C -1.518 -0.843 0.494 -0.7221
C -2.599 -1.421 1.421 -0.8616
H -0.569 -0.737 1.019 0.1836
H -1.308 -1.477 -0.365 0.3129
H -1.798 0.140 0.123 0.2911
H -2.685 -2.501 1.298 0.2677
H -2.297 -1.308 2.464 0.2678
H -3.556 -0.911 1.311 0.2575
C 1.882 1.541 -1.586 -0.8632
C 2.197 0.736 -0.332 -0.7026
H 1.737 2.598 -1.363 0.2729
H 2.689 1.474 -2.311 0.2938
H 0.956 1.192 -2.049 0.2640
H 3.136 1.064 0.107 0.3229
H 2.368 -0.315 -0.597 0.2585
H 1.365 0.770 0.364 0.1568
```

LUMO, eV: 1.16
Kohn-Sham gap, eV: 12.90
ΔE to the lowest compared entry with this formula, charge and spin, eV: 0.137
E_tot, a.u.: -159.57993

Record 4
Below is a 2-piece molecular cluster, C4H12 overall at a distorted geometry, with properties calculated with wB97M-V/def2-TZVPD.

The geometry in XYZ format:
```
16
Properties=species:S:1:pos:R:3:mulliken_charge:R:1
C 1.886 0.249 -1.312 -0.8399
C 1.593 0.307 0.294 -0.8403
H 1.039 0.714 -1.797 0.3275
H 2.841 0.788 -1.541 0.3239
H 2.033 -0.839 -1.453 0.2405
H 1.268 1.373 0.491 0.2423
H 2.501 0.118 0.888 0.3677
H 0.932 -0.425 0.794 0.1863
C -2.010 -0.784 0.969 -0.7464
C -1.534 0.175 -0.036 -0.5940
H -2.571 -1.611 0.485 0.2346
H -1.177 -1.256 1.502 0.2693
H -2.713 -0.286 1.707 0.2247
H -1.290 1.209 0.388 0.2369
H -0.542 -0.110 -0.572 -0.0219
H -2.256 0.377 -0.806 0.3888
```

LUMO, eV: 1.15
Kohn-Sham gap, eV: 12.39
ΔE to the lowest compared entry with this formula, charge and spin, eV: 0.855
E_tot, a.u.: -159.55354

Record 5
Below is a 2-piece molecular cluster, C4H12 overall at a distorted geometry, with properties calculated with wB97M-V/def2-TZVPD.

The geometry in XYZ format:
```
16
Properties=species:S:1:pos:R:3:mulliken_charge:R:1
C -0.147 0.827 1.855 -0.4309
C -1.570 0.280 1.908 -0.8961
H -0.138 1.894 1.884 0.2854
H 0.492 0.362 2.613 0.2754
H 0.431 0.549 0.963 -0.1003
H -2.120 0.572 1.008 0.2663
H -2.104 0.738 2.715 0.3355
H -1.561 -0.807 1.906 0.2796
C 0.057 -0.491 -1.893 -0.4994
C 1.593 -0.613 -1.775 -0.7972
H -0.216 0.355 -2.521 0.2451
H -0.309 -1.362 -2.434 0.3225
H -0.379 -0.409 -0.911 -0.0426
H 1.934 -1.640 -1.896 0.2384
H 1.933 -0.180 -0.842 0.2536
H 2.103 -0.075 -2.579 0.2648
```

LUMO, eV: 1.16
Kohn-Sham gap, eV: 12.78
ΔE to the lowest compared entry with this formula, charge and spin, eV: 0.263
E_tot, a.u.: -159.57531

Record 6
Below is a 2-piece molecular cluster, C4H12 overall at a distorted geometry, with properties calculated with wB97M-V/def2-TZVPD.

The geometry in XYZ format:
```
16
Properties=species:S:1:pos:R:3:mulliken_charge:R:1
C 0.624 0.217 2.240 -0.8563
C 1.636 0.049 1.122 -0.5542
H -0.023 -0.643 2.390 0.2731
H 1.133 0.364 3.193 0.3156
H 0.016 1.108 2.105 0.2659
H 1.863 0.954 0.547 0.2651
H 1.197 -0.542 0.315 -0.0513
H 2.602 -0.373 1.388 0.3426
C -1.114 0.566 -1.947 -0.7590
C -1.144 -0.839 -1.397 -0.8139
H -0.602 0.612 -2.906 0.2767
H -2.096 1.033 -1.981 0.2879
H -0.554 1.243 -1.290 0.2266
H -1.795 -0.975 -0.529 0.2662
H -0.184 -1.177 -1.043 0.1902
H -1.493 -1.606 -2.092 0.3248
```

LUMO, eV: 1.18
Kohn-Sham gap, eV: 12.68
ΔE to the lowest compared entry with this formula, charge and spin, eV: 0.243
E_tot, a.u.: -159.57604

Record 7
Below is a 2-piece molecular cluster, C4H12 overall at a distorted geometry, with properties calculated with wB97M-V/def2-TZVPD.

The geometry in XYZ format:
```
16
Properties=species:S:1:pos:R:3:mulliken_charge:R:1
C 0.982 -1.986 -1.719 -1.0381
C -0.054 -1.256 -0.731 -0.7858
H 1.328 -1.251 -2.431 0.3136
H 1.669 -2.677 -1.131 0.2829
H 0.505 -2.782 -2.304 0.3187
H -0.809 -0.782 -1.310 0.3273
H 0.646 -0.512 -0.290 0.0446
H -0.318 -1.910 0.008 0.4245
C -0.441 0.831 1.416 -0.6524
C -0.537 2.298 1.012 -0.9605
H -0.388 0.808 2.556 0.3041
H -1.407 0.337 1.322 0.3124
H 0.570 0.426 1.008 0.2390
H 0.326 3.098 1.401 0.2248
H -0.581 2.550 -0.033 0.3271
H -1.490 2.808 1.226 0.3179
```

LUMO, eV: 1.09
Kohn-Sham gap, eV: 11.80
ΔE to the lowest compared entry with this formula, charge and spin, eV: 1.776
E_tot, a.u.: -159.51969

Record 8
Below is a 2-piece molecular cluster, C4H12 overall at a distorted geometry, with properties calculated with wB97M-V/def2-TZVPD.

The geometry in XYZ format:
```
16
Properties=species:S:1:pos:R:3:mulliken_charge:R:1
C -1.571 1.745 -0.668 -0.8419
C -1.875 2.187 0.737 -0.7843
H -1.607 0.665 -0.775 0.2281
H -2.345 2.169 -1.326 0.3078
H -0.693 2.124 -1.191 0.3051
H -1.542 3.184 1.017 0.2907
H -2.930 2.046 0.956 0.2599
H -1.337 1.580 1.479 0.2352
C 1.860 -2.353 -0.704 -0.7680
C 1.647 -1.624 0.632 -0.8313
H 2.585 -1.746 -1.246 0.2398
H 2.217 -3.369 -0.579 0.2781
H 0.956 -2.369 -1.308 0.2602
H 0.697 -1.910 1.094 0.2592
H 1.503 -0.549 0.519 0.2417
H 2.435 -1.781 1.363 0.3197
```

LUMO, eV: 1.07
Kohn-Sham gap, eV: 12.62
ΔE to the lowest compared entry with this formula, charge and spin, eV: 0.281
E_tot, a.u.: -159.57464

Record 9
Below is a 2-piece molecular cluster, C4H12 overall, with properties calculated with wB97M-V/def2-TZVPD.

The geometry in XYZ format:
```
16
Properties=species:S:1:pos:R:3:mulliken_charge:R:1
C 1.969 -0.276 1.515 -0.6524
C 0.992 0.739 2.139 -0.8313
H 2.128 -1.127 2.174 0.2596
H 1.558 -0.572 0.559 0.1131
H 2.929 0.201 1.301 0.2696
H 0.651 1.431 1.374 0.2473
H 1.469 1.296 2.933 0.3207
H 0.105 0.255 2.551 0.2641
C -1.289 -0.791 -1.335 -0.4803
C -1.627 0.322 -2.314 -0.8255
H -1.927 -0.749 -0.458 0.2682
H -1.461 -1.762 -1.805 0.3006
H -0.286 -0.777 -0.911 -0.0581
H -1.395 0.038 -3.337 0.2673
H -1.115 1.249 -2.093 0.2802
H -2.701 0.522 -2.293 0.2568
```

LUMO, eV: 1.13
Kohn-Sham gap, eV: 12.89
ΔE to the lowest compared entry with this formula, charge and spin, eV: 0.123
E_tot, a.u.: -159.58043

Record 10
Below is a 2-piece molecular cluster, C4H12 overall at a distorted geometry, with properties calculated with wB97M-V/def2-TZVPD.

The geometry in XYZ format:
```
16
Properties=species:S:1:pos:R:3:mulliken_charge:R:1
C -0.135 -2.311 -1.029 -0.7339
C 0.888 -1.957 -0.032 -0.8066
H 0.309 -2.770 -1.831 0.2967
H -0.865 -3.064 -0.591 0.2334
H -0.498 -1.370 -1.469 0.2536
H 0.639 -1.154 0.604 0.1874
H 1.962 -1.612 -0.257 0.2867
H 1.150 -2.912 0.671 0.2387
C -1.162 2.422 0.640 -0.8327
C 0.288 1.879 0.373 -0.2439
H -1.811 2.502 -0.359 0.2191
H -1.653 1.738 1.290 0.2828
H -1.077 3.365 1.086 0.3075
H 0.247 0.860 0.394 -0.2665
H 0.729 2.129 -0.623 0.2780
H 0.990 2.254 1.131 0.2996
```

LUMO, eV: 1.12
Kohn-Sham gap, eV: 12.42
ΔE to the lowest compared entry with this formula, charge and spin, eV: 1.231
E_tot, a.u.: -159.53974

Record 11
Below is a 2-piece molecular cluster, C4H12 overall at a distorted geometry, with properties calculated with wB97M-V/def2-TZVPD.

The geometry in XYZ format:
```
16
Properties=species:S:1:pos:R:3:mulliken_charge:R:1
C -2.447 0.911 0.753 -0.9029
C -0.992 1.256 0.450 -0.4660
H -3.137 1.643 0.323 0.2626
H -2.726 -0.015 0.249 0.3044
H -2.674 0.884 1.813 0.2699
H -0.376 0.415 0.137 -0.1802
H -0.460 1.506 1.375 0.3062
H -0.847 2.084 -0.234 0.3701
C 1.934 -0.930 0.098 -1.0180
C 1.480 -1.263 -1.338 -0.7381
H 2.116 0.159 0.180 0.3085
H 1.231 -0.944 0.935 0.3379
H 2.864 -1.403 0.376 0.3379
H 1.164 -2.305 -1.316 0.2118
H 0.718 -0.582 -1.694 0.3126
H 2.364 -1.209 -1.968 0.2833
```

LUMO, eV: 1.16
Kohn-Sham gap, eV: 12.63
ΔE to the lowest compared entry with this formula, charge and spin, eV: 0.441
E_tot, a.u.: -159.56875

Record 12
Below is a 2-piece molecular cluster, C4H12 overall at a distorted geometry, with properties calculated with wB97M-V/def2-TZVPD.

The geometry in XYZ format:
```
16
Properties=species:S:1:pos:R:3:mulliken_charge:R:1
C 0.439 -1.889 0.344 -0.7034
C -0.313 -1.508 1.637 -0.8519
H 0.481 -1.056 -0.339 0.0660
H 1.406 -2.326 0.621 0.2820
H 0.080 -2.819 -0.106 0.3370
H -1.277 -1.030 1.468 0.2722
H 0.380 -0.933 2.232 0.2428
H -0.517 -2.445 2.173 0.3367
C 0.619 1.543 -1.291 -0.8614
C -0.753 1.971 -0.743 -0.7550
H 0.420 0.981 -2.205 0.2474
H 1.216 2.408 -1.598 0.3308
H 1.211 0.987 -0.575 0.2523
H -1.526 1.263 -1.038 0.2460
H -1.136 2.975 -0.929 0.3303
H -0.729 1.877 0.352 0.2280
```

LUMO, eV: 1.16
Kohn-Sham gap, eV: 12.76
ΔE to the lowest compared entry with this formula, charge and spin, eV: 0.446
E_tot, a.u.: -159.56859